# C30H47N4O6S3SbZn

C30H47N4O6S3SbZn as an isolated structure in a non-equilibrium geometry (ωB97M-V/def2-TZVPD, OMol25).

Values from the calculation:
Gap between HOMO and LUMO = 7.10 eV
HOMO = -7.37 eV
E_tot = -5055.962772 hartree

XYZ file:
```
92
Properties=species:S:1:pos:R:3:lowdin_charge:R:1
Zn -0.38 1.19 0.34 0.652
O 2.69 -1.29 0.03 -0.340
S 1.94 -0.11 0.38 0.479
O 1.91 0.89 -0.68 -0.330
O 0.53 -0.43 0.79 -0.441
C 2.78 0.57 1.82 -0.199
C 4.02 0.01 2.10 -0.041
C 4.77 0.45 3.17 -0.053
C 4.27 1.45 4.00 -0.054
C 3.03 2.00 3.74 -0.038
C 2.29 1.57 2.65 -0.220
S 0.72 2.34 2.36 0.524
O 0.70 2.70 0.92 -0.347
O 0.61 3.48 3.23 -0.271
O -0.32 1.33 2.60 -0.306
H 4.37 -0.78 1.44 0.113
H 5.74 0.02 3.36 0.110
H 4.85 1.79 4.84 0.110
H 2.62 2.80 4.35 0.111
N -3.41 1.05 -1.72 0.002
C -2.85 1.89 -2.78 -0.260
C -1.41 2.30 -2.45 -0.203
N -0.69 1.24 -1.71 -0.003
H -4.38 0.84 -1.91 0.080
H -3.34 1.51 -0.82 0.029
H -3.44 2.80 -2.97 0.109
H -2.86 1.30 -3.70 0.105
H -1.40 3.21 -1.85 0.087
H -0.89 2.51 -3.39 0.119
H 0.30 1.28 -1.92 0.071
H -1.03 0.34 -2.04 0.022
C 2.01 -3.63 -4.01 -0.121
C 1.65 -2.28 -3.41 -0.663
C 1.00 -1.40 -4.48 -0.143
C 2.92 -1.58 -2.94 -0.140
Sb 0.16 -2.32 -1.64 1.665
C -1.74 -3.08 -2.75 -0.683
C -2.79 -3.46 -1.71 -0.144
C -2.29 -1.85 -3.48 -0.161
C -1.53 -4.21 -3.74 -0.121
C 0.77 -4.17 -0.38 -0.659
C -0.41 -5.12 -0.24 -0.135
C 1.95 -4.89 -1.00 -0.121
C 1.14 -3.67 1.01 -0.141
H 2.38 -3.50 -5.03 0.085
H 1.15 -4.30 -4.06 0.050
H 2.79 -4.12 -3.44 0.061
H 1.75 -1.09 -5.21 0.086
H 0.58 -0.49 -4.05 0.057
H 0.22 -1.94 -5.01 0.058
H 3.64 -1.51 -3.77 0.088
H 3.40 -2.12 -2.12 0.057
H 2.72 -0.58 -2.58 0.057
H -2.77 -2.77 -0.86 0.069
H -2.65 -4.47 -1.33 0.051
H -3.79 -3.42 -2.16 0.081
H -2.59 -1.10 -2.76 0.037
H -3.18 -2.14 -4.05 0.087
H -1.57 -1.43 -4.18 0.046
H -1.05 -5.07 -3.27 0.062
H -0.91 -3.89 -4.58 0.059
H -2.49 -4.54 -4.15 0.084
H -0.75 -5.49 -1.21 0.054
H -1.24 -4.65 0.27 0.072
H -0.10 -5.99 0.34 0.086
H 1.68 -5.37 -1.94 0.067
H 2.30 -5.67 -0.31 0.087
H 2.78 -4.20 -1.17 0.067
H 0.39 -2.98 1.40 0.066
H 2.09 -3.15 0.99 0.052
H 1.22 -4.52 1.69 0.086
S -3.18 4.82 4.56 1.004
C -2.86 3.92 3.06 -0.483
C -3.32 2.62 2.94 -0.061
C -2.96 1.88 1.83 -0.124
N -2.21 2.36 0.82 -0.009
C -1.88 3.66 0.90 -0.126
C -2.17 4.47 1.98 -0.047
C -1.50 5.29 5.02 -0.510
C -0.81 6.31 4.38 -0.087
C 0.52 6.49 4.72 -0.140
N 1.15 5.78 5.65 0.070
C 0.45 4.85 6.29 -0.145
C -0.88 4.56 6.01 -0.081
H -3.90 2.16 3.73 0.112
H -3.26 0.85 1.73 0.128
H -1.34 4.07 0.06 0.109
H -1.84 5.49 1.99 0.107
H -1.29 6.95 3.65 0.103
H 1.12 7.24 4.21 0.109
H 0.99 4.30 7.06 0.108
H -1.40 3.78 6.54 0.105
```

# C38H33AsN5Rh

C38H33AsN5Rh as an isolated structure (ωB97M-V/def2-TZVPD, OMol25).

Values from the calculation:
Relative energy (zero: lowest compared OMol25 entry of this formula, charge and spin) = 0.00 kcal/mol
Charge = +2
Gap between HOMO and LUMO (alpha / beta) = 5.87 / 5.87 eV
HOMO (alpha / beta) = -12.72 / -12.72 eV
E_tot = -4087.441616 hartree

XYZ file:
```
78
Properties=species:S:1:pos:R:3:lowdin_charge:R:1
Rh -0.88 -0.28 0.10 0.944
C 3.34 -5.69 0.54 -0.024
C 2.62 -4.39 0.74 -0.253
C 2.17 -3.99 2.00 -0.003
C 1.47 -2.81 2.18 -0.018
C 1.22 -1.94 1.12 -0.262
N 0.55 -0.72 1.31 -0.084
C 0.79 0.03 2.47 -0.228
C 2.11 0.20 2.90 -0.001
C 2.43 0.96 4.01 -0.007
C 1.44 1.63 4.73 -0.251
C 1.79 2.52 5.89 -0.030
C 0.14 1.49 4.30 0.030
C -0.19 0.69 3.21 -0.126
N -1.58 0.56 2.88 -0.060
C -2.62 0.67 3.72 -0.020
C -3.78 0.74 2.97 0.001
C -3.35 0.67 1.65 -0.111
N -2.02 0.58 1.59 -0.058
C 1.67 -2.35 -0.14 -0.139
C 2.34 -3.55 -0.33 0.021
N 1.48 -1.50 -1.27 -0.040
C 2.28 -1.36 -2.34 -0.006
C 1.70 -0.45 -3.19 -0.005
C 0.52 -0.07 -2.56 -0.107
N 0.39 -0.72 -1.40 -0.098
H 3.86 -6.00 1.45 0.089
H 4.08 -5.61 -0.26 0.090
H 2.64 -6.48 0.27 0.082
H 2.36 -4.62 2.86 0.128
H 1.15 -2.53 3.18 0.123
H 2.90 -0.28 2.33 0.129
H 3.46 1.05 4.30 0.128
H 2.68 2.15 6.41 0.087
H 0.98 2.58 6.61 0.085
H 2.01 3.53 5.55 0.096
H -0.65 2.03 4.81 0.126
H -2.47 0.69 4.79 0.143
H -4.79 0.85 3.33 0.118
H -3.93 0.70 0.75 0.104
H 2.64 -3.84 -1.33 0.129
H 3.22 -1.88 -2.40 0.143
H 2.09 -0.10 -4.13 0.119
H -0.21 0.66 -2.87 0.119
C -0.06 -5.73 -2.51 -0.040
C -0.25 -5.86 -1.14 -0.054
C -0.81 -4.82 -0.41 -0.090
C -1.20 -3.66 -1.07 -0.348
C -1.02 -3.52 -2.44 -0.094
C -0.45 -4.56 -3.16 -0.048
As -2.00 -2.28 -0.02 1.358
C -2.53 -3.06 1.63 -0.365
C -3.61 -3.95 1.63 -0.103
C -3.99 -4.57 2.81 -0.043
C -3.28 -4.32 3.98 -0.040
C -2.19 -3.46 3.97 -0.046
C -1.81 -2.83 2.79 -0.103
C -3.47 -1.40 -0.89 -0.365
C -4.75 -1.39 -0.33 -0.110
C -5.73 -0.59 -0.90 -0.045
C -5.43 0.22 -1.99 -0.035
C -4.16 0.22 -2.54 -0.045
C -3.17 -0.59 -1.99 -0.126
H 0.37 -6.54 -3.07 0.121
H 0.04 -6.77 -0.64 0.118
H -0.96 -4.93 0.66 0.109
H -1.33 -2.63 -2.97 0.095
H -0.32 -4.47 -4.23 0.119
H -4.15 -4.17 0.71 0.117
H -4.83 -5.25 2.82 0.121
H -3.57 -4.81 4.90 0.121
H -1.62 -3.29 4.87 0.118
H -0.95 -2.18 2.77 0.066
H -4.98 -1.99 0.54 0.101
H -6.73 -0.60 -0.48 0.124
H -6.21 0.84 -2.42 0.124
H -3.94 0.84 -3.40 0.121
H -2.20 -0.64 -2.46 0.063
```

# C19H43BKN5O12S

C19H43BKN5O12S as an isolated structure in a non-equilibrium geometry (ωB97M-V/def2-TZVPD, OMol25).

Values from the calculation:
Gap between HOMO and LUMO = 5.51 eV
HOMO = -7.28 eV
E_tot = -2948.951127 hartree

XYZ file:
```
82
Properties=species:S:1:pos:R:3:lowdin_charge:R:1
C 2.01 0.20 -0.68 -0.049
O 1.07 0.18 0.41 0.043
B 1.63 0.49 1.58 -0.707
O 1.11 -0.11 2.67 0.219
C 2.81 1.56 1.71 -0.124
C 3.07 2.09 3.16 -0.111
C 1.95 3.15 3.21 -0.218
N 1.61 3.62 1.78 -0.088
C 2.65 2.92 0.96 -0.523
S 4.09 4.06 1.05 0.860
H 1.59 -0.42 -1.46 0.087
H 2.96 -0.25 -0.43 0.083
H 2.11 1.18 -1.11 0.081
H 1.62 0.09 3.47 0.092
H 3.70 1.17 1.23 0.144
H 4.06 2.47 3.34 0.102
H 2.96 1.37 3.99 0.083
H 2.16 3.97 3.94 0.163
H 0.94 2.77 3.59 -0.041
H 1.87 4.62 1.78 0.143
H 0.63 3.50 1.46 0.044
H 2.40 2.93 -0.10 0.061
H 5.10 3.21 1.23 -0.097
C 1.18 -3.60 -2.25 -0.086
C 0.72 -4.34 -3.33 -0.092
C -0.64 -4.44 -3.56 -0.090
C -1.54 -3.79 -2.73 -0.101
C -1.07 -3.05 -1.65 -0.092
C 0.29 -2.96 -1.40 -0.076
H 2.25 -3.52 -2.06 0.089
H 1.42 -4.83 -3.98 0.100
H -1.01 -5.02 -4.40 0.103
H -2.60 -3.86 -2.92 0.106
H -1.77 -2.54 -1.00 0.072
H 0.66 -2.38 -0.56 0.096
C 4.84 -0.89 -3.01 -0.678
O 4.80 0.11 -2.31 0.015
N 4.96 -2.14 -2.49 0.161
N 4.78 -0.82 -4.38 0.160
H 5.01 -2.98 -3.04 0.098
H 5.01 -2.22 -1.49 0.104
H 4.70 0.09 -4.79 0.105
H 4.82 -1.62 -4.98 0.093
C 4.31 0.17 5.96 -0.811
O 3.11 0.26 5.54 -0.118
O 4.48 -0.81 6.95 0.026
O 5.29 0.82 5.61 -0.002
H 3.57 -1.12 6.99 0.075
C -0.27 2.69 -0.92 -0.392
O 0.93 3.29 -1.12 -0.370
H -1.00 2.69 -1.76 0.066
H -0.26 1.63 -0.61 0.047
H -0.88 3.17 -0.08 0.033
C -2.78 -1.41 1.28 0.017
N -3.89 -0.74 0.62 -0.337
O -4.99 -1.46 0.33 -0.056
O -3.79 0.49 0.31 -0.036
H -3.04 -2.45 1.46 0.089
H -1.89 -1.34 0.65 0.080
H -2.62 -0.89 2.22 0.095
K -0.22 3.47 2.95 1.133
O -4.37 1.81 3.48 -0.064
H -4.09 1.55 2.58 0.008
H -4.47 0.97 3.94 0.035
O 7.84 -1.35 -1.33 -0.066
H 8.48 -0.90 -0.78 0.036
H 7.19 -0.67 -1.55 0.010
O -3.33 -4.80 0.03 -0.056
H -2.61 -4.93 -0.60 0.014
H -3.81 -4.04 -0.31 0.018
C -8.41 1.71 -1.06 -0.107
C -7.22 1.97 -1.97 -0.254
C -6.72 0.71 -2.69 -0.172
C -6.20 -0.30 -1.78 -0.076
N -5.82 -1.07 -1.00 0.119
H -8.15 1.02 -0.26 0.073
H -8.75 2.64 -0.61 0.071
H -9.24 1.29 -1.62 0.076
H -6.40 2.41 -1.39 0.110
H -7.50 2.71 -2.73 0.107
H -5.92 0.97 -3.39 0.123
H -7.53 0.27 -3.28 0.122
```

- The lowest E_tot belongs to which entry?
  C30H47N4O6S3SbZn